1:
Entry from OMol25: a single C4H7NO3 molecule (the ωB97M-V functional and the def2-TZVPD basis).

```
! RIJCOSX wB97M-V def2-TZVPD def2/J DEFGRID3
* xyz 0 1
C 1.35 -2.23 -1.05
C -0.16 -0.65 -0.33
C -1.05 -1.63 -0.55
C 0.40 1.88 0.06
H 0.75 -2.51 -2.08
H 2.24 -2.15 -1.66
H 1.40 -2.95 -0.15
H -1.96 -1.54 -0.01
H -0.58 -2.65 -0.83
H -1.33 1.43 1.62
H 1.38 1.69 -0.57
N -0.31 0.72 0.29
O 1.22 -0.97 -0.58
O -1.57 0.65 1.26
O -0.02 2.75 0.94
*
```

Calculated values
HOMO-LUMO gap ... 9.79 eV
LUMO level ... 0.0174 Ha

Atom charges from the natural (NBO) analysis, given in e for atoms 1 to 8: number 1, C, carries -0.30; number 2, C, carries 0.45; number 3, C, carries -0.55; number 4, C, carries 0.47; number 5, H, carries 0.19; number 6, H, carries 0.21; number 7, H, carries 0.21; number 8, H, carries 0.24

2:
Entry from OMol25: a single C4H7NO3 molecule (the ωB97M-V functional and the def2-TZVPD basis).

```
! RIJCOSX wB97M-V def2-TZVPD def2/J DEFGRID3
* xyz 0 1
C 1.74 -0.71 0.74
C -1.74 -0.53 -0.05
C 0.58 -0.52 -0.19
N -1.62 1.96 -0.29
C -0.57 -1.32 -0.12
O -1.05 0.81 0.33
O 0.82 0.21 -1.32
O -2.91 -0.67 -0.20
H 1.69 0.64 -1.26
H -1.10 2.07 -1.16
H -1.37 2.72 0.34
H -0.57 -2.32 0.28
H 2.29 -1.62 0.46
H 2.43 0.13 0.70
H 1.38 -0.83 1.76
*
```

Calculated values
HOMO-LUMO gap ... 8.78 eV
LUMO level ... 0.0115 Ha

Atom charges from the natural (NBO) analysis, given in e for atoms 1 to 8: number 1, C, carries -0.71; number 2, C, carries 0.76; number 3, C, carries 0.58; number 4, N, carries -0.50; number 5, C, carries -0.59; number 6, O, carries -0.47; number 7, O, carries -0.65; number 8, O, carries -0.54

Of them, 1 has the lowest stability.

1:
Entry from OMol25: a single C4H7NO3 molecule (the ωB97M-V functional and the def2-TZVPD basis).

```
! RIJCOSX wB97M-V def2-TZVPD def2/J DEFGRID3
* xyz 0 1
O 1.67 -1.69 0.34
C 1.31 -0.70 0.85
C 0.75 0.57 -0.04
C -0.25 -0.09 -0.99
C -1.33 -0.51 0.03
O -0.77 -0.92 1.13
O -2.17 0.65 0.21
N 1.86 0.90 -0.68
H 1.49 -0.47 1.91
H 0.26 1.33 0.58
H 0.21 -0.91 -1.53
H -0.60 0.59 -1.76
H -1.98 -1.25 -0.49
H 1.98 1.92 -0.71
H -2.43 0.59 1.14
*
```

Calculated values
HOMO-LUMO gap ... 6.39 eV
LUMO level ... -0.1075 Ha

Atom charges from the natural (NBO) analysis, given in e for atoms 1 to 8: number 1, O, carries -0.47; number 2, C, carries 0.49; number 3, C, carries -0.13; number 4, C, carries -0.37; number 5, C, carries 0.35; number 6, O, carries -0.64; number 7, O, carries -0.77; number 8, N, carries -0.34

2:
Entry from OMol25: a single C4H7NO3 molecule (the ωB97M-V functional and the def2-TZVPD basis).

```
! RIJCOSX wB97M-V def2-TZVPD def2/J DEFGRID3
* xyz 0 1
C 0.30 -0.62 1.96
N -0.39 -0.99 0.85
C 0.21 -0.69 -1.53
C -0.58 -0.17 -0.32
C -0.35 1.33 -0.07
O 0.80 1.80 -0.56
O -1.21 2.03 0.39
O 0.85 0.45 2.09
H 0.36 -1.39 2.74
H -0.65 -1.97 0.75
H 1.23 -0.32 -1.43
H -0.13 -0.20 -2.43
H 0.28 -1.77 -1.59
H -1.65 -0.18 -0.56
H 0.93 2.70 -0.27
*
```

Calculated values
HOMO-LUMO gap ... 10.73 eV
LUMO level ... 0.0257 Ha

Atom charges from the natural (NBO) analysis, given in e for atoms 1 to 8: number 1, C, carries 0.53; number 2, N, carries -0.61; number 3, C, carries -0.62; number 4, C, carries -0.15; number 5, C, carries 0.81; number 6, O, carries -0.68; number 7, O, carries -0.58; number 8, O, carries -0.60

Of them, 1 has the lowest stability.

1:
Entry from OMol25: a single C6H10O3 molecule (the ωB97M-V functional and the def2-TZVPD basis).

```
! RIJCOSX wB97M-V def2-TZVPD def2/J DEFGRID3
* xyz 0 1
C -2.25 -0.08 0.58
C 1.07 1.48 0.16
C 2.11 -0.80 0.63
C 0.14 -0.62 -0.83
C -1.88 0.64 -0.70
C 1.01 -0.01 -0.02
O -0.88 0.04 -1.47
O 0.14 -1.97 -1.05
O -2.44 1.59 -1.13
H -0.43 -2.15 -1.81
H -2.59 -1.08 0.33
H -1.41 -0.15 1.26
H -3.05 0.47 1.06
H 1.39 1.71 1.15
H 1.78 1.93 -0.54
H 1.87 -0.97 1.68
H 2.25 -1.78 0.14
H 3.06 -0.25 0.58
H 0.13 1.98 0.00
*
```

Calculated values
HOMO-LUMO gap ... 9.21 eV
LUMO level ... 0.0240 Ha

Atom charges from the natural (NBO) analysis, given in e for atoms 1 to 8: number 1, C, carries -0.75; number 2, C, carries -0.63; number 3, C, carries -0.63; number 4, C, carries 0.55; number 5, C, carries 0.81; number 6, C, carries -0.13; number 7, O, carries -0.54; number 8, O, carries -0.69

2:
Entry from OMol25: a single C6H10O3 molecule (the ωB97M-V functional and the def2-TZVPD basis).

```
! RIJCOSX wB97M-V def2-TZVPD def2/J DEFGRID3
* xyz 0 1
C -0.70 -1.65 1.81
C -0.73 -0.25 1.45
C -0.50 -0.05 0.21
C -0.65 1.25 -0.51
C 0.50 1.79 -1.04
C 0.97 -1.34 -1.15
H -1.07 -2.26 0.82
H 0.25 -2.31 2.02
H -1.45 -1.65 2.57
H -1.04 0.57 2.01
H -1.21 1.65 0.30
H -1.44 1.52 -1.29
H 0.14 2.94 -1.12
H 0.65 1.63 -2.22
H 2.29 0.76 -0.30
H 0.74 -2.29 -1.91
O 1.54 1.64 -0.19
O -0.24 -1.11 -0.67
O 1.96 -0.84 -0.77
*
```

Calculated values
HOMO-LUMO gap ... 10.25 eV
LUMO level ... 0.0305 Ha

Atom charges from the natural (NBO) analysis, given in e for atoms 1 to 8: number 1, C, carries -0.65; number 2, C, carries -0.24; number 3, C, carries 0.32; number 4, C, carries -0.51; number 5, C, carries -0.05; number 6, C, carries 0.69; number 7, H, carries 0.22; number 8, H, carries 0.23

Of them, 2 has the lowest stability.

1:
Entry from OMol25: a single C4H9N3O molecule (the ωB97M-V functional and the def2-TZVPD basis).

```
! RIJCOSX wB97M-V def2-TZVPD def2/J DEFGRID3
* xyz 0 1
C 0.86 1.96 -0.20
N -0.21 -0.39 1.03
C -1.46 -0.38 0.30
C 0.42 0.60 -0.59
N 0.40 -1.61 1.39
C 1.02 -0.22 -1.46
O -1.30 0.54 -0.63
N -2.33 -1.30 0.44
H -0.13 0.33 1.75
H 0.71 -2.03 0.51
H -0.33 -2.23 1.76
H -3.06 -1.20 -0.26
H 0.00 2.62 -0.04
H 1.45 1.94 0.72
H 1.47 2.40 -0.99
H 1.91 0.12 -1.97
H 0.58 -1.16 -1.77
*
```

Calculated values
HOMO-LUMO gap ... 9.28 eV
LUMO level ... 0.0301 Ha

Atom charges from the natural (NBO) analysis, given in e for atoms 1 to 8: number 1, C, carries -0.70; number 2, N, carries -0.44; number 3, C, carries 0.66; number 4, C, carries 0.40; number 5, N, carries -0.63; number 6, C, carries -0.63; number 7, O, carries -0.56; number 8, N, carries -0.74

2:
Entry from OMol25: 2 unconnected molecules or ions with the total composition C4H9N3O (the ωB97M-V functional and the def2-TZVPD basis).

```
! RIJCOSX wB97M-V def2-TZVPD def2/J DEFGRID3
* xyz 0 1
C 1.41 -0.38 0.93
C 0.20 -1.44 1.24
C 1.30 1.10 0.80
O 1.11 -0.94 2.15
H 2.18 -0.89 0.35
H -0.77 -0.98 1.12
H 0.26 -2.51 1.07
H 2.03 1.58 1.47
H 1.50 1.42 -0.22
H 0.32 1.46 1.11
C -0.43 -0.17 -2.37
N -1.77 0.83 -0.75
N -1.26 0.65 -1.89
N -2.92 0.52 -0.40
H -3.04 0.76 0.58
H -0.21 -1.13 -1.91
H 0.08 0.11 -3.28
*
```

Calculated values
HOMO-LUMO gap ... 9.98 eV
LUMO level ... 0.0255 Ha

Atom charges from the natural (NBO) analysis, given in e for atoms 1 to 8: number 1, C, carries 0.09; number 2, C, carries -0.12; number 3, C, carries -0.66; number 4, O, carries -0.50; number 5, H, carries 0.17; number 6, H, carries 0.17; number 7, H, carries 0.18; number 8, H, carries 0.22

Of them, 2 has the lowest stability.

1:
Entry from OMol25: a single C4H9N3O molecule (the ωB97M-V functional and the def2-TZVPD basis).

```
! RIJCOSX wB97M-V def2-TZVPD def2/J DEFGRID3
* xyz 0 1
C -0.89 0.71 -1.53
N -0.90 -1.37 -0.24
C 0.94 0.17 0.14
C -0.19 -0.20 -0.55
N 1.54 1.41 -0.04
N 1.70 -0.76 0.82
C -1.48 -0.77 1.10
O -1.97 0.28 1.44
H -0.50 -2.30 -0.29
H 0.93 2.16 -0.32
H 2.23 1.66 0.65
H 2.27 -0.41 1.58
H 1.25 -1.66 0.92
H -1.73 -1.70 1.65
H -0.15 1.21 -2.17
H -1.54 0.12 -2.17
H -1.51 1.46 -1.01
*
```

Calculated values
HOMO-LUMO gap ... 7.82 eV
LUMO level ... 0.0289 Ha

Atom charges from the natural (NBO) analysis, given in e for atoms 1 to 8: number 1, C, carries -0.64; number 2, N, carries -0.67; number 3, C, carries 0.33; number 4, C, carries -0.06; number 5, N, carries -0.82; number 6, N, carries -0.82; number 7, C, carries 0.56; number 8, O, carries -0.54

2:
Entry from OMol25: a single C4H9N3O molecule (the ωB97M-V functional and the def2-TZVPD basis).

```
! RIJCOSX wB97M-V def2-TZVPD def2/J DEFGRID3
* xyz 0 1
C -2.22 -0.65 0.34
C 0.46 1.24 -0.13
C 1.29 -0.95 0.32
C 2.44 -0.25 -0.26
H -2.49 -0.41 1.31
H -2.88 -1.34 -0.17
H -1.24 -1.09 0.54
H -1.63 0.35 -1.43
H -1.61 2.43 -0.23
H 1.09 -2.01 -0.29
H 1.20 -0.86 1.43
H 2.82 0.46 0.41
H 3.22 -0.78 -0.92
N -1.92 0.53 -0.52
N -0.91 1.44 -0.04
N 0.97 0.01 -0.80
O 1.39 1.88 0.44
*
```

Calculated values
HOMO-LUMO gap ... 9.97 eV
LUMO level ... 0.0336 Ha

Atom charges from the natural (NBO) analysis, given in e for atoms 1 to 8: number 1, C, carries -0.42; number 2, C, carries 0.75; number 3, C, carries -0.29; number 4, C, carries -0.25; number 5, H, carries 0.20; number 6, H, carries 0.21; number 7, H, carries 0.18; number 8, H, carries 0.36

Of them, 2 has the lowest stability.

1:
Entry from OMol25: a molecular structure, C2H4BrFO (the ωB97M-V functional and the def2-TZVPD basis).

```
! RIJCOSX wB97M-V def2-TZVPD def2/J DEFGRID3
* xyz 0 3
C -0.21 0.53 0.26
C 0.66 -0.74 0.03
O 0.45 -1.18 -1.19
F 0.86 -1.70 0.90
Br 2.96 0.15 0.01
H 0.36 1.10 1.04
H -0.16 1.13 -0.64
H -1.21 0.15 0.73
H 0.75 -2.08 -1.36
*
```

Calculated values
HOMO-LUMO gap (alpha / beta) ... 7.08 / 7.07 eV
LUMO level (alpha / beta) ... 0.0280 / -0.1294 Ha

Atom charges from the natural (NBO) analysis, given in e for atoms 1 to 8: number 1, C, carries -0.71; number 2, C, carries 0.55; number 3, O, carries -0.69; number 4, F, carries -0.34; number 5, Br, carries 0.00; number 6, H, carries 0.23; number 7, H, carries 0.25; number 8, H, carries 0.23

2:
Entry from OMol25: 2 unconnected molecules or ions with the total composition C2H4BrFO (the ωB97M-V functional and the def2-TZVPD basis).

```
! RIJCOSX wB97M-V def2-TZVPD def2/J DEFGRID3
* xyz 0 3
C -0.13 -0.34 0.26
C 1.03 0.33 -0.45
O 1.31 2.33 0.10
F 0.00 2.80 -0.02
Br 2.74 -0.12 0.03
H 0.04 -0.68 1.37
H -1.03 0.33 0.21
H -0.26 -1.20 -0.35
H 0.81 0.46 -1.42
*
```

Calculated values
HOMO-LUMO gap (alpha / beta) ... 7.44 / 7.35 eV
LUMO level (alpha / beta) ... 0.0113 / -0.1092 Ha

Atom charges from the natural (NBO) analysis, given in e for atoms 1 to 8: number 1, C, carries -0.68; number 2, C, carries -0.27; number 3, O, carries 0.17; number 4, F, carries -0.10; number 5, Br, carries 0.05; number 6, H, carries 0.22; number 7, H, carries 0.22; number 8, H, carries 0.22

Of them, 2 has the lowest stability.